No. 1
{"formula": "C20H18Cl2CuIN7O2S", "method": "ωB97M-V/def2-TZVPD", "e_tot_ev": -124179.732, "e_homo_ev": [-8.0, -8.0], "gap_ha": [0.2810, 0.2659], "spin_multiplicity": 2, "lumo_energy_ha": [-0.0124, -0.0276], "total_charge": 0, "e_above_lowest_ev": 0.215, "elements": ["C", "Cl", "I", "H", "C", "C", "C", "H", "H", "C", "C", "C", "C", "S", "H", "H", "N", "N", "C", "N", "H", "H", "O", "O", "C", "C", "H", "H", "C", "H", "C", "H", "N", "Cu", "C", "H", "C", "N", "C", "H", "C", "H", "N", "H", "C", "N", "Cl", "C", "H", "C", "H", "H"], "xyz": [[-8.935525, 4.079789, -1.039016], [0.964171, -2.191277, -3.366483], [-0.119323, 3.116234, 0.562503], [1.553023, 1.692355, -5.490384], [-0.083143, 1.594997, -4.108733], [-5.411651, 2.968289, -0.736785], [-6.518089, 3.762107, -0.959600], [-8.949706, 1.514432, -0.255674], [-0.847959, 1.854307, -4.825969], [4.155628, 0.230703, -1.429349], [-7.957236, 1.921546, -0.388729], [-5.567497, 1.642169, -0.333165], [-0.215515, -2.496525, -0.867174], [0.289969, -0.072670, 2.228863], [-0.670227, -3.696674, -2.643972], [-4.431707, 3.396241, -0.883547], [2.175429, 0.492123, 0.014637], [-4.435742, 0.827722, -0.111275], [-0.468718, -2.655373, -2.424753], [2.613194, -0.448664, 3.370470], [3.239963, 1.135652, -3.769599], [4.735685, 1.153813, -1.492619], [0.284931, -1.411415, -0.442534], [-0.476414, -3.512648, -0.238994], [-3.140580, 1.243961, -0.121330], [-7.801958, 3.244561, -0.791341], [4.592599, -0.401215, -0.656517], [3.588706, -0.235826, 3.495175], [-6.848794, 1.129420, -0.158958], [-5.279608, -1.151398, 0.185929], [1.779038, 0.920827, -2.208446], [3.733661, -0.069354, 1.226444], [-9.832278, 4.767997, -1.247206], [-0.171553, 0.584192, 0.008243], [1.248676, 1.508878, -4.468597], [-1.439329, 1.401538, -2.444651], [1.951330, -0.108495, 2.244908], [2.746338, 0.146694, 1.164576], [-0.416294, 1.334612, -2.787939], [-2.653622, -1.839591, 0.429999], [2.718512, 0.536713, -1.127522], [-6.390570, 4.789565, -1.270124], [-2.317778, 0.248781, 0.085929], [-6.989365, 0.107386, 0.161316], [2.192681, 1.181616, -3.507737], [0.483128, 0.997112, -1.878361], [-1.875069, -1.727248, -2.979331], [-4.402571, -0.534274, 0.129502], [-2.822939, 2.264937, -0.245306], [-3.093650, -0.873082, 0.246382], [4.236791, -0.300437, -2.375470], [2.051474, -0.569891, 4.194506]], "forces_ev_per_angstrom": [[-0.26, 0.17, -0.05], [0.16, 0.05, -0.07], [-0.12, 0.33, 0.03], [0.03, 0.03, 0.01], [0.09, -0.04, 0.05], [0.05, -0.06, 0.02], [-0.08, -0.06, 0.02], [0.00, -0.01, 0.01], [-0.02, -0.02, 0.01], [-0.14, 0.07, 0.04], [-0.05, 0.08, -0.03], [-0.20, 0.19, -0.05], [0.19, -0.10, -0.25], [0.10, 0.08, 0.62], [-0.01, 0.04, 0.05], [0.03, -0.02, 0.00], [-0.57, 0.12, -0.13], [0.17, 0.03, -0.02], [0.23, 0.05, 0.54], [0.14, 0.00, -0.07], [0.01, -0.03, 0.01], [0.05, -0.03, -0.04], [-0.42, -0.13, -0.50], [-0.20, 0.07, 0.06], [-0.01, -0.10, 0.03], [0.31, -0.13, 0.04], [0.03, -0.01, -0.03], [0.00, 0.00, -0.02], [0.09, -0.11, 0.04], [-0.03, 0.07, -0.02], [-0.24, 0.04, -0.26], [0.00, -0.01, -0.07], [0.02, -0.05, 0.02], [0.37, -0.65, -0.06], [-0.07, 0.02, -0.01], [-0.04, -0.03, 0.00], [-0.39, -0.05, 0.02], [0.57, -0.10, 0.17], [0.10, 0.08, -0.30], [0.00, -0.03, -0.02], [0.37, -0.10, 0.26], [0.00, 0.00, 0.00], [-0.04, 0.30, -0.10], [-0.01, 0.02, 0.00], [0.07, 0.00, 0.13], [-0.11, 0.18, -0.23], [-0.19, 0.12, 0.07], [0.04, -0.25, 0.05], [-0.02, 0.04, 0.02], [-0.04, -0.06, -0.01], [0.06, -0.02, 0.01], [0.03, -0.01, 0.03]], "lowdin_charge": [-0.1843, 0.6058, 0.2211, 0.1136, -0.0357, 0.0079, -0.0111, 0.1244, 0.1120, -0.0018, -0.0135, -0.1607, -0.7575, 0.7607, 0.0513, 0.1110, 0.0186, -0.0015, -0.9758, 0.0923, 0.1108, 0.0987, -0.1551, 0.0273, -0.1656, -0.2327, 0.0729, 0.1069, 0.0023, 0.1142, -0.2299, 0.1488, 0.1609, -0.0984, -0.0470, 0.0975, -0.7775, 0.0271, -0.1504, 0.1139, -0.2451, 0.1257, 0.0216, 0.1072, -0.0168, 0.0115, 0.5994, -0.0278, 0.0466, -0.1019, 0.0835, 0.0945]}

***

No. 2
{"formula": "C15H23N3O4S", "method": "ωB97M-V/def2-TZVPD", "e_tot_ev": -39423.654, "e_homo_ev": -8.7, "gap_ha": 0.3456, "lumo_energy_ha": 0.0266, "smiles": "CCN1CCC[C@@H]1CNC(=O)c1cc(S(N)(=O)=O)ccc1OC", "total_charge": 0, "e_above_lowest_ev": 2.311, "elements": ["N", "C", "C", "C", "H", "O", "H", "H", "H", "C", "H", "O", "H", "H", "C", "H", "H", "H", "H", "C", "S", "N", "C", "H", "O", "H", "C", "H", "H", "H", "H", "H", "C", "N", "C", "H", "C", "C", "H", "H", "C", "C", "H", "O", "C", "H"], "xyz": [[-1.322526, 0.076896, 0.936152], [-2.558773, -0.184896, 1.627246], [-0.534042, 1.136666, 1.192061], [-3.372632, 0.706120, -1.553455], [-4.612522, -0.603929, 1.174600], [0.589637, 3.422581, -0.641124], [-5.357278, -4.052277, 0.073770], [2.784699, 2.987295, -1.599329], [-5.587701, -2.870061, -1.211294], [-3.707997, -2.682538, -0.132085], [-2.465842, -1.114717, 2.199428], [4.531250, -1.708173, -1.198976], [-3.333507, -2.939670, 0.862667], [4.149808, 0.892997, -1.446950], [-3.710361, -0.317580, 0.615543], [-3.486005, 1.839682, 0.321442], [-1.126496, -0.548390, 0.168425], [-2.737715, 0.639427, 2.319995], [-0.973176, 4.663504, -0.644601], [0.712345, 1.159575, 0.350617], [3.648851, -1.576972, -0.076448], [-3.336364, -1.310039, -0.388858], [-3.631930, -0.786814, -1.709447], [5.572632, -1.252032, 1.065585], [-0.767094, 1.947075, 2.070873], [4.364700, -1.830253, 2.054746], [2.444569, 2.133370, -1.035159], [-5.775950, -2.388367, 0.477986], [-5.022397, 1.180499, -0.244956], [-4.677954, -0.952222, -2.011623], [-2.980492, -1.262178, -2.447087], [1.148865, -0.853906, 0.975097], [-0.721006, 3.701882, -0.199144], [4.588722, -1.230822, 1.277606], [1.196172, 2.246856, -0.396266], [-3.172099, -3.300296, -0.859391], [2.702208, -0.082672, -0.226758], [1.488134, 0.000695, 0.410484], [-2.299369, 0.899595, -1.569737], [-1.426164, 2.942908, -0.549802], [-5.204131, -3.013266, -0.204350], [3.197634, 0.987146, -0.951321], [-0.776484, 3.769226, 0.889212], [2.769357, -2.661371, 0.257381], [-3.952461, 0.985539, -0.166224], [-3.846651, 1.297350, -2.334517]], "forces_ev_per_angstrom": [[-0.21, -0.26, -0.12], [-0.35, -0.06, 0.12], [0.15, -0.10, -0.05], [-0.10, -0.10, -0.07], [0.05, 0.00, -0.06], [0.36, -0.08, 0.01], [-0.07, -0.11, 0.02], [0.04, 0.06, -0.08], [-0.10, -0.01, -0.07], [-0.11, -0.20, 0.02], [-0.04, 0.07, 0.05], [0.03, 0.39, 0.08], [0.05, -0.10, -0.06], [0.12, 0.09, -0.12], [0.25, 0.14, 0.47], [-0.02, 0.07, 0.06], [0.06, 0.14, -0.04], [0.00, -0.13, -0.01], [-0.02, -0.11, -0.03], [0.07, 0.15, 0.04], [0.35, 0.02, 0.54], [-0.03, 0.21, -0.13], [0.03, 0.04, -0.20], [0.19, -0.01, -0.18], [0.03, 0.18, 0.18], [-0.16, -0.17, 0.12], [-0.14, 0.01, 0.13], [-0.12, 0.03, 0.06], [-0.01, 0.03, 0.02], [0.03, -0.01, -0.02], [-0.08, 0.01, -0.06], [-0.15, -0.04, 0.09], [-0.40, 0.27, 0.23], [-0.42, -0.10, -0.62], [0.20, -0.21, -0.11], [0.02, -0.07, 0.14], [0.17, -0.60, -0.04], [0.02, 0.03, -0.09], [0.02, 0.01, -0.04], [0.01, 0.00, -0.02], [0.32, 0.17, -0.02], [-0.05, 0.11, -0.05], [0.02, 0.00, -0.21], [-0.10, 0.30, 0.21], [0.05, -0.12, -0.06], [0.03, 0.03, -0.05]], "lowdin_charge": [0.0859, -0.1175, -0.4659, -0.1651, 0.1366, -0.0496, 0.0712, 0.1244, 0.0618, -0.2343, 0.1210, -0.2997, 0.1113, 0.1175, -0.2888, 0.1057, 0.1434, 0.1259, 0.0994, -0.0388, 0.6192, -0.1634, -0.1853, 0.0628, 0.0568, 0.0635, 0.0229, 0.0636, 0.1145, 0.1150, 0.1235, 0.1237, -0.0502, -0.0580, -0.1998, 0.1175, -0.2936, -0.0078, 0.0946, 0.0828, -0.0803, -0.0445, 0.0895, -0.3033, -0.1182, 0.1101]}

***

No. 3
{"formula": "C5H10N2", "method": "ωB97M-V/def2-TZVPD", "e_tot_ev": -8324.783, "e_homo_ev": -9.2, "gap_ha": 0.3788, "lumo_energy_ha": 0.0405, "smiles": "C[C@H]1N[C@H]1[C@H]1CN1", "total_charge": 0, "e_above_lowest_ev": 2.550, "elements": ["C", "C", "N", "H", "H", "H", "H", "C", "N", "C", "H", "H", "H", "H", "H", "H", "C"], "xyz": [[-0.864662, 0.227730, -0.872362], [0.376406, 0.582900, 1.480115], [1.341894, 0.919499, 0.430209], [-1.005699, 0.311700, -3.074147], [-0.418029, 2.025885, -0.221037], [-1.911261, 0.509598, -0.715530], [1.801149, 0.114639, 0.011328], [0.174472, -0.871433, 1.886940], [-0.688051, -1.127386, -1.496810], [-0.359250, 0.073733, -2.242220], [0.158824, -1.625219, -1.221373], [-0.197199, -1.454983, 1.040089], [1.106682, -1.332166, 2.243047], [-0.555030, -0.973073, 2.699496], [0.407336, 1.279535, 2.324029], [0.695575, 0.305014, -2.382599], [-0.063158, 1.034027, 0.110825]], "forces_ev_per_angstrom": [[-0.06, -0.79, 0.06], [-0.18, 0.01, -0.07], [0.22, -0.13, -0.26], [0.03, -0.09, -0.20], [0.53, 0.15, 1.24], [0.16, -0.43, -0.36], [-0.18, -0.14, 0.12], [-0.03, 0.04, -0.12], [0.09, 0.35, 0.77], [0.03, 0.37, -0.46], [-0.16, 0.31, 0.17], [0.08, 0.00, 0.14], [-0.12, 0.22, -0.10], [0.08, 0.16, -0.19], [-0.12, -0.07, -0.40], [-0.14, 0.03, -0.09], [-0.23, -0.02, -0.26]], "lowdin_charge": [-0.2849, -0.2919, 0.0518, 0.0968, 0.1421, 0.1381, 0.0925, -0.0540, 0.0259, -0.1723, 0.0792, 0.0596, 0.0776, 0.0762, 0.1262, 0.1101, -0.2729]}